1.
DFT (the ωB97M-V functional and the def2-TZVPD basis) results for a molecular structure, C13H19NO at a distorted geometry.

The geometry in ORCA input format:
```
! RIJCOSX wB97M-V def2-TZVPD def2/J DEFGRID3
* xyz 0 1
C 4.43941 1.62095 0.13704
H 4.82075 2.59408 0.42623
O 3.27824 1.44172 0.56595
C 2.57417 0.13364 0.25781
C 1.28877 -0.21691 0.70458
C 0.49395 -1.28743 0.66955
C 1.01949 -2.30624 -0.03251
C 2.32813 -1.95864 -0.89215
C 3.00830 -0.78796 -0.63367
H 4.06747 -0.73133 -1.00741
H 2.72045 -2.54206 -1.38495
H 0.46886 -3.00354 -0.48304
C -0.79280 -1.59854 1.12380
N -1.88192 -1.60850 0.34958
H -1.60789 -2.39117 -0.50405
C -2.63277 -0.61838 -0.22739
C -3.22153 0.19579 0.70420
H -4.33954 0.42932 0.44888
C -2.42856 1.80538 0.47258
H -1.66332 1.75178 1.27178
H -3.20760 2.53155 0.74684
C -2.26031 1.84940 -0.78136
H -1.37591 2.61002 -1.08401
H -3.08188 2.04310 -1.36822
C -1.67347 0.50176 -1.47166
H -1.66455 0.10183 -2.29719
H -0.61845 0.03552 -0.93430
H -3.19834 0.10593 1.62597
H -3.40343 -1.09548 -0.87158
H -0.71552 -2.32381 1.97754
H -1.07428 -0.44010 1.79072
H 0.83226 0.71226 1.36469
H 5.16123 0.92490 0.39995
H 4.34063 1.52114 -1.06424
*
```

Properties
Orbital gap (eV): 8.5
Energy relative to the best compared isomer or geometry (same formula, charge and spin) (kJ/mol): 1471.9
Total energy (eV): -17312.699
HOMO level (eV): -7.800
LUMO (eV): 0.7
F_max (eV Å⁻¹): 18.41

Atom charges from the Löwdin analysis, given in e for atoms 1 to 4: C -0.26; H 0.10; O -0.08; C -0.13



2.
DFT (the ωB97M-V functional and the def2-TZVPD basis) results for CH3NO2P2 in the gas phase at a distorted geometry.

The geometry in ORCA input format:
```
! RIJCOSX wB97M-V def2-TZVPD def2/J DEFGRID3
* xyz 0 1
H -0.36585 2.06390 0.21559
N -0.55314 1.33190 -0.51003
C 0.17534 0.37514 -0.73363
P -0.18704 -0.65390 -2.41499
O -1.44049 -1.35107 -2.10699
P 1.32323 -0.24108 0.67605
O 0.55582 0.14983 2.03793
H 0.86598 -1.59041 0.78263
H -0.37387 -0.08432 2.05344
*
```

Properties
Orbital gap (eV): 7.1
Energy relative to the best compared isomer or geometry (same formula, charge and spin) (kJ/mol): 162.0
Total energy (eV): -25246.458
SMILES string: [H]/N=C(/P=O)PO
HOMO level (eV): -8.303
LUMO (eV): -1.2
F_max (eV Å⁻¹): 4.14

Atom charges from the Löwdin analysis, given in e for atoms 1 to 4: H 0.07; N -0.01; C -0.75; P 0.86



3.
DFT (the ωB97M-V functional and the def2-TZVPD basis) results for C3H3Cl2I in the gas phase at a distorted geometry.

The geometry in ORCA input format:
```
! RIJCOSX wB97M-V def2-TZVPD def2/J DEFGRID3
* xyz 0 1
Cl -2.79106 -1.09774 -0.30570
C -1.20684 -0.54116 -0.49087
Cl -0.81479 -0.09259 -2.16194
C -0.46053 -0.20110 0.52115
C 1.19843 0.61536 0.43026
I 2.49802 -0.29039 -1.12085
H -0.99439 -0.29028 1.46678
H 1.68250 0.35130 1.36629
H 0.88867 1.54660 0.29488
*
```

Properties
Orbital gap (eV): 9.5
Energy relative to the best compared isomer or geometry (same formula, charge and spin) (kJ/mol): 0.0
Total energy (eV): -36302.816
SMILES string: ClC(Cl)=CCI
HOMO level (eV): -9.505
LUMO (eV): 0.0
F_max (eV Å⁻¹): 7.35

Atom charges from the Löwdin analysis, given in e for atoms 1 to 4: Cl 0.65; C -1.22; Cl 0.52; C -0.19



4.
DFT (the ωB97M-V functional and the def2-TZVPD basis) results for a molecular structure, C33H34ClInNO4P.

The geometry in ORCA input format:
```
! RIJCOSX wB97M-V def2-TZVPD def2/J DEFGRID3
* xyz 2 1
In 0.20140 0.36866 -0.34933
C 5.41085 -4.04788 0.75470
O 4.22324 -4.77028 0.41761
C 3.08928 -4.11106 0.24918
C 1.95898 -4.92068 -0.04459
C 0.75506 -4.33447 -0.21446
C 0.54815 -2.91391 -0.12833
C -0.77350 -2.41637 -0.26960
C -1.99114 -3.27326 -0.42103
O -1.11396 -1.15721 -0.21936
C 1.72895 -2.10424 0.14939
O 1.74624 -0.79722 0.25244
C 2.96152 -2.73654 0.33704
H 6.18963 -4.79580 0.85206
H 5.28258 -3.52107 1.70040
H 5.67239 -3.34489 -0.03764
H 2.09406 -5.99064 -0.10919
H -0.08599 -4.97508 -0.42050
H -1.81295 -4.31891 -0.62817
H -2.61314 -2.84746 -1.20709
H -2.55762 -3.19537 0.51010
H 3.80193 -2.10116 0.57448
Cl -2.03561 1.00603 2.03058
C -2.30924 2.70761 1.80785
C -3.42359 3.28200 2.38925
C -3.63849 4.64436 2.23826
C -2.74910 5.42624 1.51256
C -1.64034 4.84390 0.92303
C -1.40838 3.47360 1.06531
P 0.07323 2.78310 0.33716
C 1.40810 2.83548 1.54298
C 2.63800 2.27948 1.18214
C 3.68401 2.28812 2.08684
C 3.50078 2.83820 3.35143
C 2.27605 3.37958 3.71172
C 1.22203 3.38170 2.80827
C 0.51325 3.79631 -1.08744
C -0.30678 3.73636 -2.21546
C -0.00382 4.49818 -3.33005
C 1.12423 5.31623 -3.32397
C 1.93857 5.37590 -2.20200
C 1.63396 4.61878 -1.07650
H -4.10851 2.66799 2.95729
H -4.50912 5.09606 2.69412
H -2.92082 6.48771 1.40173
H -0.95460 5.45169 0.34700
H 2.78458 1.84959 0.19399
H 4.64052 1.86526 1.81152
H 4.31901 2.84111 4.05887
H 2.13755 3.80391 4.69665
H 0.26753 3.80759 3.09047
H -1.18635 3.10089 -2.22557
H -0.64571 4.46188 -4.20012
H 1.35767 5.91693 -4.19325
H 2.80546 6.02275 -2.19279
H 2.27078 4.67264 -0.20282
O 1.06256 0.93586 -2.18412
C 1.78529 0.61589 -3.17482
C 2.20262 -0.80366 -3.40678
C 3.71539 -1.01351 -3.21329
C 4.56568 -0.56236 -4.39796
C 4.48570 0.92597 -4.72598
C 3.09232 1.39379 -5.12961
N 2.19124 1.56814 -3.98103
H 1.91700 -1.09711 -4.42166
H 1.64465 -1.42999 -2.71151
H 3.86910 -2.08207 -3.05562
H 4.03363 -0.51505 -2.29200
H 4.26697 -1.13651 -5.28104
H 5.60578 -0.82711 -4.20369
H 5.16453 1.14442 -5.55140
H 4.82726 1.52668 -3.87751
H 2.63461 0.69483 -5.83330
H 3.13573 2.36020 -5.62628
H 1.88779 2.50527 -3.73982
*
```

Properties
Orbital gap (eV): 8.2
Total energy (eV): -71426.758
HOMO level (eV): -13.725
LUMO (eV): -5.5
F_max (eV Å⁻¹): 0.76

Atom charges from the Löwdin analysis, given in e for atoms 1 to 4: In 0.91; C -0.03; O -0.02; C -0.26